1.
DFT (the ωB97M-V functional and the def2-TZVPD basis) results for a cluster of 2 separate species, C4H6N2 in total.

Structure (XYZ):
```
12
C4H6N2 the ωB97M-V functional and the def2-TZVPD basis
N 0.93020 1.42266 0.83644
C 1.07029 0.98054 -0.38306
C -1.40658 -0.17882 -0.62972
C -1.14492 -1.18664 0.19935
C 1.72736 -0.26564 -0.63637
N 2.27927 -1.14409 -1.17280
H 1.11300 0.83499 1.62550
H 0.48477 2.30194 1.10257
H -1.09924 -0.17832 -1.67352
H -2.01737 0.66800 -0.33041
H -1.47684 -1.20054 1.23767
H -0.56599 -2.04799 -0.11986
```

Properties
Electronic energy ... -7221.936 eV
Orbital gap ... 8.86 eV
Relative energy (zero: lowest compared OMol25 entry of this formula, charge and spin) ... 352.66 kJ/mol

For reference, the natural (NBO) charges in units of e are: atom 1 (N): -0.688, atom 2 (C): 0.076, atom 3 (C): -0.388, atom 4 (C): -0.400, atom 5 (C): 0.120, atom 6 (N): -0.291, atom 7 (H): 0.370, atom 8 (H): 0.399, atom 9 (H): 0.213, atom 10 (H): 0.193, atom 11 (H): 0.190, atom 12 (H): 0.206

2.
DFT (the ωB97M-V functional and the def2-TZVPD basis) results for a structure of composition C12H27IrN5.

Structure (XYZ):
```
45
C12H27IrN5 the ωB97M-V functional and the def2-TZVPD basis
Ir 6.16090 -4.67963 10.83612
C 4.06060 -7.23787 11.34857
C 5.41689 -7.89699 11.22770
N 6.34018 -6.93817 10.50505
C 7.81835 -7.25431 10.50689
C 8.69046 -6.18977 11.10725
N 8.35458 -4.92563 10.54598
C 9.06238 -3.78856 11.32286
C 8.46188 -3.42532 12.64683
C 7.35981 -2.35677 12.68596
N 5.98517 -2.86356 12.09877
C 4.93555 -3.08701 13.13100
C 5.20988 -4.42095 13.80660
N 5.20374 -5.49442 12.70568
C 3.86348 -6.03536 12.26061
H 3.81088 -7.01261 10.34584
H 3.41871 -8.01463 11.62863
H 5.92906 -8.12277 12.14699
H 5.27263 -8.85663 10.73675
H 6.03530 -6.91489 9.53074
H 7.93460 -8.13392 11.10520
H 8.13560 -7.48083 9.50571
H 8.56331 -6.25591 12.20120
H 9.73795 -6.56990 10.91913
H 8.63816 -4.87924 9.54606
H 10.05351 -4.09142 11.37457
H 9.01684 -2.97108 10.52880
H 8.15748 -4.35840 13.24317
H 9.30487 -3.13311 13.26715
H 7.44358 -1.90578 13.74191
H 7.60106 -1.48252 12.06723
H 5.68463 -2.09809 11.43771
H 4.78425 -2.26676 13.78672
H 3.91776 -3.10711 12.68080
H 6.15914 -4.44043 14.30905
H 4.35158 -4.68737 14.40448
H 5.84609 -6.28503 12.99734
H 3.22116 -6.18514 13.12689
H 3.36377 -5.34260 11.57612
C 3.57730 -3.35477 7.23155
C 4.32850 -4.05862 8.28364
N 4.81499 -4.45446 9.22330
H 2.68634 -2.94861 7.67825
H 3.25862 -4.11669 6.52606
H 4.19595 -2.66579 6.75170
```

Properties
Electronic energy ... -23139.525 eV
Spin multiplicity ... 5
⟨S²⟩ ... 6.008
Charge ... +3
Orbital gap (alpha / beta) ... 9.43 / 7.98 eV

For reference, the natural (NBO) charges in units of e are: atom 1 (Ir): 1.571, atom 2 (C): -0.444, atom 3 (C): -0.221, atom 4 (N): -0.627, atom 5 (C): -0.253, atom 6 (C): -0.281, atom 7 (N): -0.631, atom 8 (C): -0.219, atom 9 (C): -0.488, atom 10 (C): -0.255, atom 11 (N): -0.676, atom 12 (C): -0.263, atom 13 (C): -0.234, atom 14 (N): -0.603, atom 15 (C): -0.242, atom 16 (H): 0.218, atom 17 (H): 0.278, atom 18 (H): 0.206, atom 19 (H): 0.268, atom 20 (H): 0.410, atom 21 (H): 0.247, atom 22 (H): 0.237, atom 23 (H): 0.223, atom 24 (H): 0.277, atom 25 (H): 0.436, atom 26 (H): 0.243, atom 27 (H): 0.233, atom 28 (H): 0.218, atom 29 (H): 0.302, atom 30 (H): 0.280, atom 31 (H): 0.245, atom 32 (H): 0.437, atom 33 (H): 0.268, atom 34 (H): 0.234, atom 35 (H): 0.235, atom 36 (H): 0.257, atom 37 (H): 0.423, atom 38 (H): 0.260, atom 39 (H): 0.225, atom 40 (C): -0.730, atom 41 (C): 0.626, atom 42 (N): -0.610, atom 43 (H): 0.308, atom 44 (H): 0.310, atom 45 (H): 0.300

3.
DFT (the ωB97M-V functional and the def2-TZVPD basis) results for a structure of composition C36H51BN2O2ReSe2.

Structure (XYZ):
```
95
C36H51BN2O2ReSe2 the ωB97M-V functional and the def2-TZVPD basis
Re -0.21468 1.25602 -0.03607
C -3.15534 -0.01770 -0.01268
C -2.99098 0.86785 1.06319
C -1.76135 0.60440 1.69095
C -1.15173 -0.49277 0.98386
C -2.04218 -0.84494 -0.07551
H -3.99658 -0.04497 -0.68691
H -3.69002 1.62959 1.36844
H -1.47539 0.95740 2.67129
H -0.47047 -1.20063 1.43259
H -1.88808 -1.65167 -0.77399
O -2.19845 2.18511 -1.47477
C -2.17004 3.24605 -2.40042
C -0.82823 3.22899 -3.14580
C -1.01836 4.02336 -4.46329
O 0.13496 4.08005 -5.25491
C 0.25582 3.92236 -2.32000
Se 0.17004 3.65918 -0.35831
C -0.43944 1.80012 -3.53500
Se 0.66320 0.73084 -2.26564
H -3.04182 2.16889 -1.00261
H -2.28300 4.21144 -1.88413
H -2.99587 3.13556 -3.11686
H -1.37622 5.03488 -4.21602
H -1.77635 3.52541 -5.07658
H 0.84234 4.50898 -4.76019
H 0.19252 5.00795 -2.44138
H 1.24579 3.57510 -2.62611
H 0.17395 1.84512 -4.43825
H -1.33181 1.21020 -3.74941
C 3.77048 2.61210 -0.54689
C 4.53819 1.57204 -1.35503
C 5.95470 1.40048 -0.79409
C 3.91658 0.19843 -1.48360
C 4.22080 -0.49331 -2.65267
C 3.83378 -1.80307 -2.84221
C 3.13470 -2.46196 -1.84959
C 2.79077 -1.80312 -0.67972
C 2.11962 -2.55646 0.44302
C 3.16768 -3.40131 1.17147
C 0.96984 -3.43964 -0.03555
C 3.16661 -0.46091 -0.50616
N 2.81683 0.17741 0.71051
B 1.61204 0.83419 1.11844
N 1.83446 1.12871 2.50482
C 3.09240 0.68289 2.85343
C 3.67623 0.10805 1.78493
C 0.99434 1.66299 3.51595
C 0.35691 0.78700 4.40652
C -0.49619 1.31830 5.36530
C -0.72591 2.67825 5.42717
C -0.05419 3.53537 4.57681
C 0.82948 3.04974 3.62397
C 1.62362 3.97636 2.73566
C 3.04524 4.13882 3.27944
C 0.98916 5.35362 2.56271
C 0.60085 -0.70571 4.34781
C 1.64510 -1.09786 5.39903
C -0.67078 -1.53365 4.55946
H 4.12731 3.60628 -0.80577
H 3.91219 2.47480 0.51890
H 2.70643 2.54812 -0.76193
H 4.63180 1.95526 -2.37700
H 5.91318 1.01373 0.22018
H 6.46502 2.35975 -0.77601
H 6.53076 0.70512 -1.40117
H 4.79140 0.01245 -3.41939
H 4.09441 -2.31503 -3.75657
H 2.87171 -3.50033 -1.98623
H 1.71956 -1.82487 1.14869
H 3.59124 -4.13808 0.49334
H 2.71624 -3.92225 2.01290
H 3.97312 -2.77360 1.54359
H 1.33907 -4.29318 -0.59871
H 0.29394 -2.86929 -0.66689
H 0.41237 -3.81763 0.81975
H 3.48263 0.82989 3.84144
H 4.64265 -0.35373 1.71731
H -0.99760 0.66468 6.06204
H -1.42261 3.07638 6.14947
H -0.22177 4.59565 4.66582
H 1.68879 3.50707 1.74489
H 3.02516 4.52878 4.29481
H 3.60287 4.82873 2.65162
H 3.56945 3.18968 3.28444
H 1.05916 5.94634 3.47265
H -0.05392 5.26299 2.26932
H 1.50205 5.89128 1.76909
H 1.01057 -0.94839 3.36335
H 1.29846 -0.81221 6.38888
H 2.59473 -0.60584 5.20788
H 1.81070 -2.17319 5.38777
H -0.98332 -1.51012 5.60057
H -0.48522 -2.57295 4.29289
H -1.49558 -1.17322 3.95070
```

Properties
Electronic energy ... -178734.628 eV
Spin multiplicity ... 2
⟨S²⟩ ... 0.774
Orbital gap (alpha / beta) ... 6.09 / 6.66 eV
Relative energy (zero: lowest compared OMol25 entry of this formula, charge and spin) ... 0.00 kJ/mol

For reference, the Löwdin charges in units of e are: atom 1 (Re): 0.916, atom 2 (C): -0.139, atom 3 (C): -0.116, atom 4 (C): -0.221, atom 5 (C): -0.342, atom 6 (C): -0.125, atom 7 (H): 0.105, atom 8 (H): 0.109, atom 9 (H): 0.096, atom 10 (H): 0.094, atom 11 (H): 0.101, atom 12 (O): -0.202, atom 13 (C): -0.232, atom 14 (C): -0.560, atom 15 (C): -0.234, atom 16 (O): -0.044, atom 17 (C): -0.481, atom 18 (Se): 0.756, atom 19 (C): -0.443, atom 20 (Se): 0.802, atom 21 (H): 0.082, atom 22 (H): 0.122, atom 23 (H): 0.136, atom 24 (H): 0.133, atom 25 (H): 0.134, atom 26 (H): 0.090, atom 27 (H): 0.070, atom 28 (H): 0.056, atom 29 (H): 0.064, atom 30 (H): 0.073, atom 31 (C): -0.068, atom 32 (C): -0.353, atom 33 (C): -0.049, atom 34 (C): -0.176, atom 35 (C): -0.055, atom 36 (C): -0.069, atom 37 (C): -0.035, atom 38 (C): -0.143, atom 39 (C): -0.366, atom 40 (C): -0.044, atom 41 (C): -0.059, atom 42 (C): -0.168, atom 43 (N): 0.022, atom 44 (B): -0.598, atom 45 (N): 0.039, atom 46 (C): -0.081, atom 47 (C): -0.067, atom 48 (C): -0.128, atom 49 (C): -0.148, atom 50 (C): -0.038, atom 51 (C): -0.066, atom 52 (C): -0.026, atom 53 (C): -0.120, atom 54 (C): -0.397, atom 55 (C): -0.041, atom 56 (C): -0.111, atom 57 (C): -0.359, atom 58 (C): -0.046, atom 59 (C): -0.062, atom 60 (H): 0.088, atom 61 (H): 0.071, atom 62 (H): 0.001, atom 63 (H): 0.131, atom 64 (H): 0.068, atom 65 (H): 0.079, atom 66 (H): 0.079, atom 67 (H): 0.115, atom 68 (H): 0.103, atom 69 (H): 0.111, atom 70 (H): 0.105, atom 71 (H): 0.081, atom 72 (H): 0.079, atom 73 (H): 0.070, atom 74 (H): 0.073, atom 75 (H): 0.071, atom 76 (H): 0.081, atom 77 (H): 0.122, atom 78 (H): 0.124, atom 79 (H): 0.110, atom 80 (H): 0.103, atom 81 (H): 0.104, atom 82 (H): 0.045, atom 83 (H): 0.086, atom 84 (H): 0.081, atom 85 (H): 0.058, atom 86 (H): 0.076, atom 87 (H): 0.058, atom 88 (H): 0.074, atom 89 (H): 0.117, atom 90 (H): 0.083, atom 91 (H): 0.061, atom 92 (H): 0.081, atom 93 (H): 0.073, atom 94 (H): 0.080, atom 95 (H): 0.070

4.
DFT (the ωB97M-V functional and the def2-TZVPD basis) results for a cluster of 2 separate species, C2HClN2O2 in total.

Structure (XYZ):
```
8
C2HClN2O2 the ωB97M-V functional and the def2-TZVPD basis
C 0.57053 0.25160 -2.14075
C -0.39592 -0.50864 0.05431
N 0.65485 0.48384 -3.24066
N 0.63371 -1.55096 0.19258
O 1.70356 -1.25650 0.76075
O 0.43458 -2.63185 -0.33331
Cl -1.89074 -1.08279 -0.49797
H -0.22775 0.36859 0.85855
```

Properties
Electronic energy ... -21679.589 eV
Orbital gap (alpha / beta) ... 7.62 / 7.60 eV
Relative energy (zero: lowest compared OMol25 entry of this formula, charge and spin) ... 750.29 kJ/mol

For reference, the natural (NBO) charges in units of e are: atom 1 (C): 0.155, atom 2 (C): -0.010, atom 3 (N): -0.455, atom 4 (N): 0.414, atom 5 (O): -0.326, atom 6 (O): -0.305, atom 7 (Cl): 0.221, atom 8 (H): 0.307

5.
DFT (the ωB97M-V functional and the def2-TZVPD basis) results for a structure of composition C5H8N2.

Structure (XYZ):
```
15
C5H8N2 the ωB97M-V functional and the def2-TZVPD basis
C -1.31639 1.15001 -0.73307
C -0.15665 0.60792 0.02534
C 1.22460 0.53100 -0.42712
C 1.30918 -1.13710 -0.24319
N 2.10347 -1.99663 -0.50752
C -0.28178 -0.13443 1.28890
N -0.06973 -1.21483 0.31247
H -1.35650 2.23381 -0.57216
H -1.20665 0.98257 -1.80664
H -2.26683 0.72469 -0.40122
H 1.94776 0.97350 0.26380
H 1.40704 0.82684 -1.45821
H -1.27950 -0.17546 1.72424
H 0.51075 -0.01429 2.03386
H -0.57769 -2.09957 0.39424
```

Properties
Electronic energy ... -8290.696 eV
Orbital gap (alpha / beta) ... 7.49 / 7.49 eV
Relative energy (zero: lowest compared OMol25 entry of this formula, charge and spin) ... 414.91 kJ/mol

For reference, the natural (NBO) charges in units of e are: atom 1 (C): -0.658, atom 2 (C): 0.275, atom 3 (C): -0.584, atom 4 (C): 0.279, atom 5 (N): -0.511, atom 6 (C): -0.272, atom 7 (N): -0.558, atom 8 (H): 0.244, atom 9 (H): 0.239, atom 10 (H): 0.224, atom 11 (H): 0.243, atom 12 (H): 0.236, atom 13 (H): 0.220, atom 14 (H): 0.208, atom 15 (H): 0.414

6.
DFT (the ωB97M-V functional and the def2-TZVPD basis) results for a structure of composition C21H41CeIN2Si4.

Structure (XYZ):
```
70
C21H41CeIN2Si4 the ωB97M-V functional and the def2-TZVPD basis
C 2.35383 1.72274 1.17244
C 2.41405 -1.62339 1.27857
H 3.40841 1.89917 0.97818
H 2.09585 1.20244 2.09565
H 1.66012 2.47454 0.80011
H 2.57134 -2.52891 0.70487
H 3.29715 -1.19178 1.73844
H 1.48415 -1.54892 1.83840
C 2.19721 2.71276 -2.30187
C 2.32617 3.53997 -3.43282
C 2.24232 2.92286 -4.68271
C 2.07273 1.54452 -4.77479
H 2.31989 3.10842 -1.28389
H 2.46928 4.62615 -3.30380
H 2.30393 3.53846 -5.58021
H 2.01695 1.03721 -5.72385
N 1.94476 1.40337 -2.40610
C 1.93047 0.74815 -3.60998
C 1.79106 -0.73899 -3.60032
N 1.75635 -1.37992 -2.39286
C 1.72303 -2.71435 -2.27665
C 1.56402 -2.93643 -4.64919
C 1.59605 -3.54938 -3.39778
H 1.79770 -3.11763 -1.25455
H 1.51476 -4.64564 -3.25991
C 1.67754 -1.54876 -4.76268
H 1.65286 -1.04641 -5.71333
H 1.44528 -3.55466 -5.53739
Ce 2.01959 -0.00688 -0.34706
I 5.01241 -0.12648 -0.95134
C 0.85517 -0.39553 4.09074
Si -0.43466 0.72934 3.26196
C -1.97044 0.66377 4.34877
C 0.11516 2.53493 3.38481
Si -0.68206 0.08224 1.00613
Si -1.54884 -2.08417 1.13486
C -2.70665 -2.23717 2.62196
C -2.50870 -2.54994 -0.42001
C -0.23130 -3.41406 1.40899
Si -2.29425 1.37347 -0.04622
C -3.74851 1.53656 1.15451
C -1.50539 3.07463 -0.31529
C -2.89716 0.73566 -1.72119
H 0.91818 -0.06119 5.13959
H 1.86337 -0.34551 3.66336
H 0.55492 -1.45363 4.10503
H -1.64414 1.01587 5.34166
H -2.76543 1.33546 3.99881
H -2.39556 -0.34097 4.46470
H 1.06969 2.74565 2.89248
H -0.63786 3.22362 2.97979
H 0.22552 2.75508 4.45986
H -3.51308 -1.49299 2.63520
H -3.16223 -3.23649 2.53498
H -2.17749 -2.18106 3.58521
H -1.91272 -2.43811 -1.33901
H -2.76791 -3.61606 -0.31965
H -3.43602 -1.97832 -0.55293
H 0.47583 -3.51805 0.57340
H 0.35619 -3.26532 2.32151
H -0.78052 -4.36483 1.51035
H -3.47443 2.04533 2.08993
H -4.51313 2.14212 0.64288
H -4.20551 0.57322 1.41328
H -0.65904 3.04377 -1.01668
H -2.27854 3.72908 -0.75170
H -1.15680 3.53623 0.61845
H -2.07256 0.62354 -2.43806
H -3.42248 -0.22767 -1.68001
H -3.58989 1.47932 -2.14605
```

Properties
Electronic energy ... -77946.427 eV
Charge ... +2
Orbital gap (alpha / beta) ... 4.54 / 4.54 eV

For reference, the Löwdin charges in units of e are: atom 1 (C): -0.226, atom 2 (C): -0.214, atom 3 (H): 0.017, atom 4 (H): -0.003, atom 5 (H): 0.028, atom 6 (H): 0.025, atom 7 (H): 0.032, atom 8 (H): -0.031, atom 9 (C): -0.098, atom 10 (C): 0.009, atom 11 (C): -0.003, atom 12 (C): 0.040, atom 13 (H): 0.121, atom 14 (H): 0.136, atom 15 (H): 0.134, atom 16 (H): 0.115, atom 17 (N): -0.054, atom 18 (C): -0.164, atom 19 (C): -0.161, atom 20 (N): -0.058, atom 21 (C): -0.088, atom 22 (C): -0.002, atom 23 (C): 0.003, atom 24 (H): 0.108, atom 25 (H): 0.139, atom 26 (C): 0.045, atom 27 (H): 0.114, atom 28 (H): 0.133, atom 29 (Ce): 0.291, atom 30 (I): 0.448, atom 31 (C): -0.189, atom 32 (Si): 0.401, atom 33 (C): -0.167, atom 34 (C): -0.195, atom 35 (Si): 0.653, atom 36 (Si): 0.379, atom 37 (C): -0.176, atom 38 (C): -0.203, atom 39 (C): -0.198, atom 40 (Si): 0.382, atom 41 (C): -0.158, atom 42 (C): -0.202, atom 43 (C): -0.191, atom 44 (H): 0.059, atom 45 (H): 0.022, atom 46 (H): 0.039, atom 47 (H): 0.067, atom 48 (H): 0.031, atom 49 (H): 0.019, atom 50 (H): 0.004, atom 51 (H): 0.035, atom 52 (H): 0.059, atom 53 (H): 0.035, atom 54 (H): 0.065, atom 55 (H): 0.035, atom 56 (H): 0.037, atom 57 (H): 0.053, atom 58 (H): 0.026, atom 59 (H): 0.014, atom 60 (H): 0.035, atom 61 (H): 0.060, atom 62 (H): 0.028, atom 63 (H): 0.066, atom 64 (H): 0.037, atom 65 (H): 0.019, atom 66 (H): 0.053, atom 67 (H): 0.028, atom 68 (H): 0.034, atom 69 (H): 0.016, atom 70 (H): 0.054